i.
The following is a quantum chemistry calculation of a cluster of 7 separate species, C7H24O7 in total, from the Open Molecules 2025 dataset.

HOMO-LUMO gap, eV: 9.360
Spin multiplicity: 1

Last column: Löwdin charge in e.
Atoms and positions in Å:
O: -2.8484 -1.7962 2.6058  0.005
O: -0.0652 0.4277 -2.8995  -0.119
O: -1.5041 1.0688 1.6212  -0.027
O: 2.6866 0.4960 -1.5381  -0.109
O: 0.6697 1.4827 0.4125  -0.091
O: -0.0190 4.0352 -1.4650  -0.043
O: 0.5193 1.9820 2.9883  -0.059
C: -0.8640 -0.7580 -3.2036  -0.203
C: 0.1768 -1.4880 1.1372  -0.162
C: -1.2870 -1.5525 -0.8462  -0.211
C: 1.4577 -1.3247 1.7883  -0.214
C: 2.5133 -1.9192 1.3735  -0.018
C: -0.7124 -1.9668 -2.1980  -0.148
C: -0.1961 -1.0241 -0.0128  -0.181
H: -2.4624 -1.3833 3.3451  0.027
H: 3.0313 -0.4631 -1.3840  0.085
H: -1.3359 -2.8781 -2.4437  0.135
H: 0.8531 1.9074 2.0613  0.016
H: 1.3101 -0.4123 2.4083  0.113
H: 1.7705 0.2614 -1.8227  -0.011
H: -0.3775 3.2085 -1.8766  0.055
H: -0.3910 -1.0950 -4.2056  0.129
H: -0.6484 -1.8320 1.8313  0.121
H: -2.1812 -0.8884 -0.9058  0.128
H: 2.3787 -2.7098 0.6381  0.062
H: -3.3029 -1.3919 1.9472  -0.016
H: 0.4625 -0.3644 -0.5745  0.076
H: 0.3308 2.8801 3.0999  0.016
H: -1.0298 0.2631 1.5385  -0.022
H: 1.0808 2.1633 -0.1222  0.052
H: -1.8940 -0.4631 -3.4817  0.114
H: -1.7413 -2.3950 -0.2575  0.124
H: -0.6028 4.1105 -0.7410  0.005
H: 0.3357 0.7721 -3.7245  0.105
H: 3.6146 -1.6536 1.8456  0.124
H: -0.2850 1.7882 0.4697  0.068
H: -1.2277 1.4813 2.3934  -0.011
H: 0.2705 -2.2759 -2.0710  0.084

ii.
The following is a quantum chemistry calculation of a cluster of 7 separate species, C7H24O7 in total, from the Open Molecules 2025 dataset.

HOMO-LUMO gap, eV: 9.766
Spin multiplicity: 1

Last column: Löwdin charge in e.
Atoms and positions in Å:
O: 1.7137 -1.8073 3.0367  0.024
O: 1.1037 1.5489 4.4593  -0.046
O: 3.2392 2.0703 -1.1403  -0.057
O: -1.2252 -0.4161 2.9886  -0.038
O: -0.4965 3.6475 -2.2772  -0.053
O: -0.2594 2.1420 1.2760  -0.065
O: 0.4150 1.6765 -4.1047  -0.061
C: 1.8258 -2.2487 1.9070  -0.239
C: -2.6755 -0.9817 -0.2517  -0.057
C: -0.2086 -1.1120 -1.2099  -0.155
C: -2.1253 -1.6841 -2.5483  0.036
C: 1.3980 -1.4248 0.7576  -0.159
C: -1.7081 -1.2544 -1.3655  -0.367
C: 0.2508 -2.0640 -0.0559  -0.188
H: 3.3125 1.9604 -2.0930  0.034
H: 0.3281 1.2372 -3.2731  -0.008
H: 0.4731 1.8274 1.8248  0.007
H: 1.5247 2.0678 3.7759  0.022
H: 0.0876 4.0766 -1.6370  0.051
H: 1.5177 0.6817 4.4731  0.026
H: 4.0798 2.4176 -0.8456  0.024
H: -2.5963 -0.0374 0.2906  0.076
H: -0.5985 -2.2779 0.5981  0.089
H: 0.9809 -0.4476 0.9906  0.099
H: -0.9177 1.5816 1.7195  0.014
H: -0.0118 -0.0758 -0.9058  0.112
H: -3.1664 -1.8757 -2.7998  0.060
H: -1.9266 -0.9063 3.4126  0.044
H: -0.4663 -1.0041 3.0731  0.011
H: 2.2378 -1.2542 0.0675  0.132
H: 2.2544 -3.2553 1.7929  0.131
H: -3.6637 -0.9779 -0.7162  0.077
H: -1.3211 3.9630 -1.8807  0.051
H: 0.4392 -1.4310 -2.0231  0.116
H: 0.4492 -3.0788 -0.4089  0.117
H: -1.4905 -1.9484 -3.3855  0.062
H: -0.1610 2.4426 -4.0153  0.007
H: -2.6128 -1.7775 0.4938  0.071

Among the structures above, stability is smallest for i.